(1)
This record from OMol25 describes C36H50AlN4S3Si as an isolated structure. The level of theory is the ωB97M-V functional and the def2-TZVPD basis.

HOMO (alpha / beta)   -4.41 / -1.89 eV

Geometry as ORCA input:
```
! wB97M-V def2-TZVPD RIJCOSX def2/J DEFGRID3
* xyz -1 1
Al -0.7749 1.0082 -0.9277
C 0.2397 -4.1333 -3.5663
Si -0.9100 -4.3593 -2.1098
C -2.0448 -5.8152 -2.4716
C 0.0541 -4.7358 -0.5492
C -1.9899 -2.8468 -1.8373
C -3.3772 -2.9172 -1.8693
C -4.1765 -1.7983 -1.6370
C -3.5465 -0.6035 -1.3556
N -2.2207 -0.5110 -1.3104
C -1.4410 -1.5783 -1.5572
S 0.2423 -1.1572 -1.4843
H 0.8512 -5.0282 -3.7092
H 0.9036 -3.2826 -3.4109
H -0.3272 -3.9592 -4.4838
H -1.4469 -6.7152 -2.6349
H -2.6406 -5.6479 -3.3721
H -2.7283 -6.0171 -1.6437
H 0.6855 -5.6183 -0.6768
H -0.6258 -4.9178 0.2865
H 0.6913 -3.8895 -0.2884
H -3.8577 -3.8667 -2.0797
H -5.2554 -1.8541 -1.6729
H -4.0952 0.3129 -1.1658
S -1.2038 2.8569 3.0615
C -2.7572 2.1531 2.7482
C -2.7766 1.5085 1.5466
C -1.5602 1.5726 0.8038
C -0.6054 2.2802 1.5320
C 0.7197 2.4144 1.0388
C 1.8039 3.0234 1.6859
C 3.0588 2.9873 1.1332
C 3.2391 2.3071 -0.1114
C 2.1518 1.7439 -0.7103
N 0.8980 1.7812 -0.1994
H -3.5529 2.2550 3.4697
H -3.6695 1.0023 1.1950
H 1.6285 3.5215 2.6337
H 3.8937 3.4680 1.6278
H 4.2119 2.2113 -0.5722
H 2.2545 1.2125 -1.6513
C -1.3064 4.2638 -1.6861
C -1.8421 3.2847 -2.7374
C -1.6463 3.9304 -4.1167
C -1.1316 1.9534 -2.6261
C -3.3228 2.9493 -2.5004
C -3.9546 3.1929 -1.2812
C -5.2733 2.8097 -1.0636
C -5.9971 2.1741 -2.0604
C -5.3803 1.9163 -3.2790
C -4.0642 2.2944 -3.4896
H -0.2616 4.4859 -1.9089
H -1.3364 3.8435 -0.6803
H -1.8706 5.2019 -1.6916
H -0.5878 4.1573 -4.2577
H -2.2142 4.8612 -4.2046
H -1.9477 3.2654 -4.9265
H -1.0659 1.4325 -3.5862
H -3.4125 3.6656 -0.4750
H -5.7283 3.0069 -0.1001
H -7.0252 1.8781 -1.8908
H -5.9242 1.4096 -4.0674
H -3.5974 2.0566 -4.4366
C -1.4306 -1.7977 2.0831
C -0.4343 -1.0084 2.9294
C 0.8474 -0.6709 2.1692
C 1.7525 -1.8884 1.9829
N 2.6944 -1.8112 0.8795
C 3.8711 -1.1555 0.8581
S 4.9531 -1.3603 -0.4165
N 4.1166 -0.3638 1.9241
C 5.3188 0.4372 2.0710
C 6.4645 -0.3310 2.7226
C 6.1224 -0.9261 4.0859
C 5.7318 0.1138 5.1313
H -2.3498 -1.9944 2.6389
H -1.0296 -2.7602 1.7563
H -1.6938 -1.2237 1.1926
H -0.1900 -1.5667 3.8424
H -0.9072 -0.0776 3.2482
H 1.3720 0.1413 2.6831
H 0.5874 -0.2838 1.1833
H 1.1331 -2.7624 1.7795
H 2.3063 -2.1076 2.9034
H 2.4548 -2.2646 0.0134
H 3.3173 -0.0811 2.4670
H 5.0441 1.3101 2.6646
H 5.6243 0.7897 1.0857
H 7.3153 0.3525 2.8216
H 6.7688 -1.1257 2.0386
H 6.9833 -1.4957 4.4465
H 5.3088 -1.6463 3.9641
H 6.5107 0.8733 5.2386
H 5.5763 -0.3454 6.1089
H 4.8074 0.6293 4.8641
*
```


(2)
This record from OMol25 describes C36H50BaN9O5S2SbSi as an isolated structure in a non-equilibrium geometry. The level of theory is the ωB97M-V functional and the def2-TZVPD basis.

HOMO   -2.78 eV

Geometry as ORCA input:
```
! wB97M-V def2-TZVPD RIJCOSX def2/J DEFGRID3
* xyz -2 1
Ba 0.4596 -1.3679 -0.2380
C 2.8943 -1.1346 -3.5302
C 1.4910 -1.6571 -3.5992
N 1.0861 -2.8144 -3.2016
N 2.0962 -3.6825 -2.8416
C 1.8365 -4.5445 -1.9055
N 2.8444 -5.5087 -1.7507
S 0.5281 -4.6701 -0.7923
C 0.4687 -0.7511 -4.1875
C -0.7815 -1.2187 -4.5956
C -1.6831 -0.3261 -5.1360
C -1.3127 1.0026 -5.2761
C -0.0441 1.3726 -4.8646
N 0.8344 0.5260 -4.3404
H 3.5765 -1.9333 -3.2588
H 2.9499 -0.3370 -2.7827
H 3.1749 -0.6883 -4.4854
H 3.7186 -5.1866 -2.1442
H 2.9178 -5.8385 -0.8012
H -1.0124 -2.2639 -4.4650
H -2.6724 -0.6569 -5.4265
H -1.9948 1.7434 -5.6722
H 0.2811 2.4058 -4.9433
C -5.1892 -2.5981 -0.3913
N -3.8856 -2.8738 -0.9449
C -3.5762 -4.2532 -1.2384
C -2.9278 -1.9124 -1.1496
N -1.8625 -2.0699 -1.8298
N -3.1584 -0.7218 -0.4338
C -2.5301 0.4809 -0.8173
N -1.9954 1.1422 0.2711
N -2.5633 0.8715 -2.0298
H -5.2831 -2.9713 0.6359
H -5.9622 -3.0827 -0.9973
H -5.3695 -1.5274 -0.3900
H -4.1326 -4.8968 -0.5547
H -2.5118 -4.4485 -1.0966
H -3.8454 -4.5362 -2.2643
H -1.7621 -2.9522 -2.3170
H -2.9950 -0.9260 0.5553
H -1.7411 0.5195 1.0363
H -1.2317 1.7725 0.0572
H -2.0357 1.7363 -2.1278
O 2.7886 1.1861 1.7514
S 2.5614 0.7637 0.3746
O 3.3843 1.4588 -0.6076
O 1.0998 0.9709 0.0168
O 2.7396 -0.7297 0.2383
C 4.0520 2.3367 -4.8991
C 4.2666 2.6296 -3.4190
Sb 2.6250 3.7210 -2.5621
C 2.8629 5.4845 -3.8472
C 2.0379 6.6448 -3.3059
C 3.6872 4.5797 -0.9025
C 2.7865 4.8615 0.2889
H 4.8661 1.7368 -5.3202
H 3.9823 3.2496 -5.4971
H 3.1282 1.7712 -5.0451
H 5.1892 3.1923 -3.2476
H 4.3318 1.7095 -2.8394
H 2.5515 5.2354 -4.8642
H 3.9248 5.7493 -3.8911
H 0.9719 6.4022 -3.3131
H 2.1669 7.5691 -3.8803
H 2.3002 6.8724 -2.2688
H 4.1970 5.4835 -1.2561
H 4.4437 3.8420 -0.6347
H 1.9605 5.5331 0.0330
H 3.3370 5.3216 1.1162
H 2.3530 3.9332 0.6634
O -1.3542 -1.3407 1.7583
Si -1.2853 -1.0631 3.3217
C -1.3202 0.7835 3.7085
C -0.2384 1.5313 3.2257
C -0.1860 2.9075 3.3962
C -1.2135 3.5639 4.0616
C -2.2875 2.8381 4.5579
C -2.3344 1.4605 4.3821
C 0.3287 -1.7629 4.0172
C 0.9195 -1.2877 5.1898
C 2.0973 -1.8350 5.6790
C 2.7133 -2.8740 4.9951
C 2.1450 -3.3609 3.8276
C 0.9627 -2.8108 3.3518
C -2.7200 -1.8772 4.2613
C -2.5687 -2.7450 5.3391
C -3.6656 -3.3366 5.9556
C -4.9477 -3.0689 5.5013
C -5.1251 -2.2088 4.4242
C -4.0224 -1.6269 3.8161
H 0.5882 1.0609 2.7000
H 0.6626 3.4510 2.9993
H -1.1797 4.6398 4.1923
H -3.0919 3.3462 5.0787
H -3.1823 0.9087 4.7769
H 0.4621 -0.4551 5.7158
H 2.5445 -1.4351 6.5821
H 3.6438 -3.2920 5.3617
H 2.6237 -4.1583 3.2725
H 0.5288 -3.2116 2.4403
H -1.5716 -2.9701 5.7030
H -3.5125 -4.0122 6.7896
H -5.8060 -3.5290 5.9773
H -6.1222 -1.9947 4.0561
H -4.1786 -0.9660 2.9685
*
```


(3)
This record from OMol25 describes C36H50Br2MnN3O5P as an isolated structure. The level of theory is the ωB97M-V functional and the def2-TZVPD basis.

⟨S²⟩   6.0636
HOMO (alpha / beta)   -1.85 / -3.09 eV

Geometry as ORCA input:
```
! wB97M-V def2-TZVPD RIJCOSX def2/J DEFGRID3
* xyz -1 5
Mn 0.4657 1.3907 0.7061
C 0.8016 2.1387 -3.3525
C 0.8041 3.2874 -2.3951
C 0.4665 4.5352 -2.8401
C 0.3182 5.5965 -1.8845
C 0.6068 5.4092 -0.5879
C 0.5421 6.3706 0.5090
Br 0.2273 8.2069 -0.0169
C 0.7373 6.1980 1.8325
C 0.9131 4.9860 2.6259
Br 1.4422 5.2307 4.4435
C 0.7074 3.6928 2.2273
O 0.8539 2.5887 2.7827
C 1.1467 4.0789 -0.1715
N 1.1099 2.9924 -1.1117
H 0.7786 2.4912 -4.3857
H -0.0824 1.5185 -3.1847
H 1.6911 1.5171 -3.2071
H 0.2586 4.7011 -3.8900
H -0.0367 6.5626 -2.2162
H 0.7695 7.1065 2.4146
N 2.6107 0.8869 0.8404
C 3.6373 1.8688 0.4260
C 3.3785 3.2113 1.1117
C 2.6611 4.2011 0.2130
O 3.3131 5.0261 -0.3672
O 0.2842 3.5794 0.9091
H 2.6695 0.7425 1.8404
H 2.7509 -0.0063 0.3923
H 3.5752 1.9807 -0.6531
H 4.6350 1.5177 0.6748
H 4.3207 3.6926 1.3586
H 2.8327 3.0330 2.0374
O -1.4385 1.2351 1.1047
N -1.8497 1.5340 2.3796
C -1.6395 0.6224 3.4065
C -2.1180 0.8803 4.6565
C -2.8220 2.0747 4.9373
C -2.9738 3.0041 3.8695
C -2.4950 2.7341 2.6263
H -1.0558 -0.2475 3.1403
H -1.9221 0.1532 5.4380
H -3.1880 2.2912 5.9330
H -3.4597 3.9608 4.0302
H -2.5394 3.4131 1.7854
O 0.4821 -0.8918 0.5460
P -0.0451 -1.8321 -0.5239
C 0.7106 -1.3207 -2.1090
C -0.0098 -1.6109 -3.4343
C 0.2606 -3.0117 -3.9801
C 1.7638 -3.2216 -4.1663
C 2.4953 -3.0293 -2.8354
C 2.2139 -1.6514 -2.2249
C -1.8346 -1.6321 -0.7376
C -2.5368 -2.6282 -1.7116
C -3.8324 -3.1918 -1.1196
C -4.7602 -2.0746 -0.6266
C -4.0253 -1.0668 0.3045
C -2.5910 -1.5013 0.6021
C 0.3592 -3.5713 -0.1546
C 1.7949 -3.7703 0.3970
C 1.9600 -3.3042 1.8524
C 0.9387 -3.9816 2.7694
C -0.4839 -3.7365 2.2589
C -0.6259 -4.2501 0.8205
H 0.6363 -0.2491 -1.9221
H 0.3647 -0.8869 -4.1632
H -1.0779 -1.4272 -3.3425
H -0.2654 -3.1448 -4.9277
H -0.1267 -3.7712 -3.2882
H 2.1385 -2.4985 -4.9020
H 1.9638 -4.2203 -4.5598
H 3.5729 -3.1476 -2.9701
H 2.1723 -3.8236 -2.1531
H 2.6687 -0.8916 -2.8675
H 2.6999 -1.5590 -1.2492
H -1.8510 -0.6186 -1.1551
H -1.8764 -3.4563 -1.9916
H -2.7952 -2.1139 -2.6402
H -3.6060 -3.8734 -0.2954
H -4.3385 -3.7881 -1.8822
H -5.6077 -2.5243 -0.1049
H -5.1726 -1.5521 -1.4956
H -4.5673 -0.9473 1.2435
H -3.9807 -0.0758 -0.1551
H -2.5952 -2.4356 1.1658
H -2.1057 -0.7372 1.2047
H 0.2720 -4.0661 -1.1282
H 2.5408 -3.2816 -0.2306
H 2.0000 -4.8457 0.3525
H 1.8168 -2.2238 1.9008
H 2.9774 -3.5218 2.1846
H 1.0420 -3.6034 3.7886
H 1.1312 -5.0622 2.7984
H -0.6912 -2.6627 2.2932
H -1.2145 -4.2313 2.9014
H -1.6496 -4.1470 0.4624
H -0.3985 -5.3223 0.8132
*
```


(4)
This record from OMol25 describes C36H50CoN3O3PS as an isolated structure in a non-equilibrium geometry. The level of theory is the ωB97M-V functional and the def2-TZVPD basis.

⟨S²⟩   6.0504
HOMO (alpha / beta)   -1.32 / -3.02 eV

Geometry as ORCA input:
```
! wB97M-V def2-TZVPD RIJCOSX def2/J DEFGRID3
* xyz -1 5
Co -0.3464 0.7474 0.9002
C -0.3385 -1.9577 3.7678
C -0.4355 -0.6400 3.0239
O -0.2344 -0.7914 1.7777
C -0.7130 0.4508 3.7900
C -0.8527 1.8524 3.2544
C -1.1603 2.9755 4.1965
N -0.6993 2.0197 1.9990
N -0.7706 3.1657 1.2603
C -0.5384 2.8230 0.0033
O -0.2879 1.7176 -0.5579
C -0.5622 3.9406 -1.0375
C -0.8265 5.2508 -0.6003
C -0.8642 6.3252 -1.4968
C -0.6373 6.1094 -2.8543
C -0.3732 4.8212 -3.3139
C -0.3364 3.7497 -2.4140
H -0.1139 -2.8170 3.1220
H -1.2851 -2.1803 4.2758
H 0.4549 -1.9120 4.5241
H -0.8494 0.3486 4.8564
H -1.2521 2.6189 5.2254
H -2.1016 3.4485 3.9024
H -0.3578 3.7173 4.1513
H -1.0046 5.4276 0.4571
H -1.0711 7.3222 -1.1234
H -0.6659 6.9399 -3.5509
H -0.1940 4.6336 -4.3670
H -0.1295 2.7467 -2.7810
C -0.5738 -3.1882 -3.4771
C -0.3118 -1.9456 -2.6104
C 1.0450 -2.1556 -1.8883
C -0.0418 -0.7703 -3.5746
P -1.6886 -1.5766 -1.4238
N -1.0620 -0.4917 -0.3389
C -3.1228 -0.7117 -2.2206
C -4.3339 -0.5937 -1.2703
C -2.7914 0.7585 -2.5880
C -3.6188 -1.4089 -3.4981
C -2.1957 -3.0498 -0.4177
C -3.1170 -4.0171 -1.1791
C -0.9814 -3.8701 0.0687
C -2.9216 -2.6446 0.8919
H 0.2038 -3.3138 -4.2399
H -1.5326 -3.1270 -3.9947
H -0.5808 -4.1039 -2.8834
H 1.8622 -2.2893 -2.6079
H 1.0565 -3.0389 -1.2532
H 1.3016 -1.2955 -1.2620
H 0.8649 -0.9346 -4.1697
H 0.0958 0.1654 -3.0236
H -0.8519 -0.6408 -4.2937
H -4.0387 -0.1564 -0.3113
H -4.8026 -1.5618 -1.0876
H -5.1192 0.0456 -1.6921
H -2.4431 1.3196 -1.7152
H -3.6741 1.2797 -2.9787
H -2.0277 0.8426 -3.3583
H -3.8431 -2.4627 -3.3244
H -2.8807 -1.3600 -4.3006
H -4.5317 -0.9375 -3.8811
H -2.6846 -4.3228 -2.1333
H -4.0904 -3.5705 -1.3894
H -3.3073 -4.9273 -0.5981
H -0.4873 -4.3904 -0.7530
H -1.2781 -4.6486 0.7824
H -0.2512 -3.2287 0.5721
H -3.8779 -2.1569 0.7147
H -2.3106 -1.9641 1.4933
H -3.1395 -3.5217 1.5138
O 1.0217 0.7474 2.0863
S 2.0153 -0.3691 2.2389
C 3.0101 -0.3458 0.7212
C 2.8718 0.6874 -0.2136
C 3.6333 0.6860 -1.3836
C 4.5313 -0.3512 -1.6300
C 4.6664 -1.3903 -0.7104
C 3.9051 -1.3912 0.4604
C 3.3474 0.3079 3.2651
C 4.1773 -0.5642 3.9803
C 5.2028 -0.0585 4.7818
C 5.3994 1.3187 4.8773
C 4.5692 2.1927 4.1770
C 3.5427 1.6896 3.3761
H 2.1695 1.4990 -0.0347
H 3.5223 1.4938 -2.1027
H 5.1233 -0.3511 -2.5419
H 5.3634 -2.2009 -0.9069
H 4.0179 -2.2125 1.1630
H 4.0311 -1.6395 3.9230
H 5.8467 -0.7376 5.3351
H 6.1972 1.7123 5.5025
H 4.7174 3.2667 4.2560
H 2.8947 2.3792 2.8393
H 0.8582 0.7474 -0.1442
*
```


(5)
This record from OMol25 describes C36H50N6O2P2RuSSi2 as an isolated structure in a non-equilibrium geometry. The level of theory is the ωB97M-V functional and the def2-TZVPD basis.

⟨S²⟩   0.8985
HOMO (alpha / beta)   -9.19 / -9.19 eV

Geometry as ORCA input:
```
! wB97M-V def2-TZVPD RIJCOSX def2/J DEFGRID3
* xyz 1 2
Ru -0.7937 -1.4068 -0.5673
C -5.6495 -0.0810 0.0772
Si -3.9106 -0.4394 0.7781
C -3.6520 0.0895 2.5895
C -3.4804 -2.2854 0.4985
N -2.8631 0.5221 -0.3146
P -1.5747 1.6026 -0.1782
C -0.1701 0.6355 -0.2272
P 1.5026 0.4371 0.1725
N 1.7008 -1.1587 0.0988
Si 3.1565 -2.0076 -0.2928
C 3.4284 -3.3287 1.0736
C 4.8072 -1.0729 -0.4363
C 2.8398 -2.8968 -1.9635
C 2.1452 1.0380 1.7712
C 3.5048 1.2903 1.9345
C 4.0068 1.5890 3.1879
C 3.1585 1.6499 4.2826
C 1.8070 1.3874 4.1259
C 1.3026 1.0690 2.8767
C 2.3945 1.3033 -1.1507
C 3.0813 2.5031 -1.0334
C 3.7357 3.0269 -2.1368
C 3.6788 2.3743 -3.3583
C 2.9488 1.2011 -3.4859
C 2.3075 0.6695 -2.3865
C -1.7438 2.6128 -1.6855
C -1.1166 2.1665 -2.8451
C -1.3538 2.8052 -4.0472
C -2.2110 3.8924 -4.0962
C -2.8004 4.3651 -2.9347
C -2.5647 3.7325 -1.7262
C -2.0188 2.6872 1.1995
C -1.0270 3.2815 1.9655
C -1.3760 4.1527 2.9820
C -2.7087 4.4456 3.2198
C -3.6974 3.8675 2.4389
C -3.3578 2.9898 1.4263
H -6.4086 -0.2866 0.8225
H -5.8654 -0.7051 -0.7851
H -5.7640 0.9510 -0.2428
H -4.0042 -0.6970 3.2487
H -4.2044 0.9891 2.8394
H -2.6035 0.2614 2.8138
H -4.2644 -2.9355 0.8731
H -2.5580 -2.5591 1.0177
H -3.3540 -2.4962 -0.5691
H 3.2661 -2.9206 2.0680
H 4.4588 -3.6596 1.0242
H 2.8146 -4.2168 0.9533
H 5.1992 -0.7990 0.5384
H 4.7209 -0.1740 -1.0393
H 5.5418 -1.7157 -0.9115
H 1.7876 -2.8300 -2.2343
H 3.1173 -3.9455 -1.9360
H 3.4192 -2.4309 -2.7538
H 4.1696 1.2530 1.0842
H 5.0656 1.7716 3.3077
H 3.5588 1.8878 5.2559
H 1.1440 1.4290 4.9771
H 0.2558 0.8271 2.7457
H 3.1226 3.0200 -0.0856
H 4.2926 3.9478 -2.0429
H 4.2066 2.7754 -4.2100
H 2.8908 0.7028 -4.4421
H 1.7471 -0.2568 -2.4482
H -0.4587 1.3069 -2.7883
H -0.8808 2.4487 -4.9489
H -2.4164 4.3724 -5.0403
H -3.4508 5.2257 -2.9694
H -3.0246 4.1034 -0.8209
H 0.0121 3.0640 1.7614
H -0.6064 4.6118 3.5813
H -2.9784 5.1281 4.0110
H -4.7352 4.1058 2.6110
H -4.1214 2.5377 0.8121
C 0.7855 -2.3267 4.7945
O 0.0612 -1.5174 3.8807
C -0.2324 -1.9216 2.6470
O -0.9018 -1.2055 1.9335
N 0.1652 -3.1721 2.2660
N -0.0355 -3.5172 0.9115
H 0.7818 -1.7727 5.7319
H 1.8230 -2.4627 4.4761
H 0.3034 -3.2959 4.9467
H 0.9778 -3.5777 2.7184
H -0.2976 -4.4984 0.8716
H 0.8213 -3.3414 0.3738
S -2.7823 -0.2589 -1.8557
C -0.6211 -2.7026 -2.4744
N -0.5363 -4.0309 -2.5089
C -0.6542 -4.6041 -3.8493
C -0.8896 -3.3589 -4.7095
N -0.8064 -2.2856 -3.7179
H -0.2893 -4.5994 -1.7198
H -1.4859 -5.3103 -3.8864
H 0.2662 -5.1257 -4.1165
H -1.8706 -3.3691 -5.1875
H -0.1236 -3.2231 -5.4771
H -0.9846 -1.3232 -3.9573
*
```